[1]
Entry from the OMol25 dataset: a 8-piece molecular cluster, C24H68N4O8 overall (ωB97M-V/def2-TZVPD).

Its spin multiplicity is 1. Its total energy is -48323.311 eV. As for the total charge: 0. As for the structure (SMILES): COC[C@H](C)N.COC[C@H](C)N.COC[C@H](C)N.COC[C@H](C)N.CCO.CCO.CCO.CCO. For the lowest unoccupied orbital energy, the calculation gives 0.0090 Eh.

Last column: Mulliken charge in e.
Atoms and positions in Å:
1 C -5.7104 -5.4761 0.6018  -0.7504
2 O -5.2433 -4.2285 0.1167  -0.3873
3 C -5.1119 -4.1215 -1.2932  -0.5681
4 C -6.5670 -4.0689 -2.0258  0.3559
5 C -6.5925 -3.4708 -3.4211  -1.3414
6 N -7.4669 -3.2792 -1.1771  -0.6818
7 H -6.0950 -5.4959 1.6215  0.2978
8 H -5.0524 -6.3294 0.4377  0.3225
9 H -6.6248 -5.7120 0.0575  0.2899
10 H -4.6518 -3.1903 -1.6239  0.3788
11 H -4.4831 -4.8535 -1.8001  0.3511
12 H -7.0618 -5.0392 -1.9830  0.1803
13 H -6.4090 -2.4020 -3.5306  0.3592
14 H -7.4503 -3.7854 -4.0156  0.3391
15 H -5.7434 -3.9073 -3.9470  0.3157
16 H -7.3121 -2.2853 -1.2685  0.2599
17 H -7.0767 -3.5287 -0.2796  0.2783
18 C -1.5374 -2.9222 -7.3035  -0.7605
19 O -1.4964 -1.4646 -7.3651  -0.3360
20 C -2.7037 -0.8248 -6.9986  -0.6774
21 C -2.8724 0.4087 -7.8430  0.6446
22 C -3.9365 1.3286 -7.2690  -1.5160
23 N -3.1856 0.1438 -9.2474  -0.7865
24 H -1.8837 -3.4059 -8.2168  0.3138
25 H -2.1007 -3.4330 -6.5226  0.2935
26 H -0.5335 -3.3385 -7.2204  0.2960
27 H -3.5571 -1.4382 -7.2878  0.4311
28 H -2.7038 -0.5416 -5.9460  0.2902
29 H -1.9808 1.0353 -7.8660  0.2613
30 H -3.7243 1.3760 -6.2009  0.3350
31 H -4.8874 0.8019 -7.3496  0.3781
32 H -4.1700 2.2934 -7.7194  0.3706
33 H -2.4002 -0.4155 -9.5482  0.2314
34 H -3.2759 0.9115 -9.8975  0.2308
35 C -1.0262 -2.8493 4.3740  -0.6370
36 O -0.3963 -1.7901 5.0223  -0.2698
37 C -0.2022 -1.7379 6.4655  -0.7243
38 C -1.5808 -1.7876 7.2394  0.6673
39 C -2.2400 -0.3610 7.4798  -1.5277
40 N -1.4072 -2.2528 8.5900  -0.7536
41 H -1.8323 -3.2483 4.9898  0.2699
42 H -0.3583 -3.6815 4.1518  0.2721
43 H -1.4400 -2.6359 3.3884  0.2396
44 H 0.4114 -2.5309 6.8930  0.3275
45 H 0.2973 -0.8399 6.8288  0.3407
46 H -2.3177 -2.4307 6.7581  0.0869
47 H -2.1120 0.2224 6.5680  0.3392
48 H -1.8923 0.2506 8.3124  0.3721
49 H -3.2950 -0.4908 7.7210  0.4433
50 H -2.1766 -1.8026 9.0648  0.3023
51 H -0.5388 -1.8475 8.9091  0.2510
52 C -0.1060 6.7428 -5.4993  -0.6403
53 O 0.8578 5.8292 -4.9234  -0.3807
54 C 0.3907 4.9519 -3.9447  -0.6523
55 C 0.0570 5.6469 -2.6097  0.7563
56 C 1.3422 6.1189 -1.8875  -1.4518
57 N -0.7991 4.7806 -1.7905  -0.7051
58 H -0.6922 7.2691 -4.7460  0.2796
59 H -0.7299 6.0754 -6.0939  0.2732
60 H 0.4000 7.3638 -6.2385  0.2405
61 H -0.4895 4.4298 -4.3199  0.3438
62 H 1.2072 4.2396 -3.8259  0.3459
63 H -0.4217 6.6129 -2.7703  0.0340
64 H 1.9693 5.2940 -1.5493  0.3420
65 H 1.0817 6.6446 -0.9688  0.3908
66 H 1.9249 6.7017 -2.6008  0.3335
67 H -0.3895 3.8703 -1.6365  0.2013
68 H -0.7533 5.1081 -0.8362  0.2901
69 C 0.8592 -0.4439 -1.0527  -0.9172
70 C 2.0121 -0.1384 -0.0887  -0.2171
71 O 1.3979 0.4298 1.0715  -0.5026
72 H 1.3059 -0.8632 -1.9543  0.3332
73 H 0.2317 0.3124 -1.5241  0.2473
74 H 0.1500 -1.1976 -0.7105  0.2669
75 H 2.8113 0.3757 -0.6227  0.3024
76 H 2.3577 -1.0815 0.3347  0.2136
77 H 1.0315 -0.2262 1.6690  0.2737
78 C 3.2678 5.0588 5.2080  -1.0492
79 C 1.9113 5.5678 4.8561  -0.2030
80 O 1.3442 5.0359 3.6723  -0.4901
81 H 3.1686 4.0109 5.4908  0.2997
82 H 3.7101 5.5177 6.0922  0.3355
83 H 3.8438 5.1982 4.2932  0.2914
84 H 1.8216 6.6541 4.8487  0.3093
85 H 1.2435 5.1963 5.6334  0.2301
86 H 1.6389 4.1245 3.6086  0.2756
87 C 7.9576 0.8587 1.6644  -0.9973
88 C 9.3498 0.6760 0.9472  -0.2557
89 O 10.0821 1.8776 0.9760  -0.5185
90 H 8.1656 1.2715 2.6515  0.2730
91 H 7.2676 0.0239 1.5415  0.3409
92 H 7.4392 1.6875 1.1821  0.2853
93 H 9.2597 0.2985 -0.0714  0.2899
94 H 9.9809 -0.1030 1.3748  0.2820
95 H 10.8419 1.7278 0.4087  0.3008
96 C 5.1766 -4.0810 4.7499  -0.7932
97 C 6.5823 -4.1151 5.3054  -0.3136
98 O 7.3891 -5.1299 4.6634  -0.5275
99 H 4.9020 -3.8451 3.7217  0.2776
100 H 4.6846 -3.3606 5.4034  0.2715
101 H 4.7288 -5.0329 5.0350  0.2593
102 H 6.6504 -4.3138 6.3750  0.2911
103 H 7.0998 -3.2280 4.9403  0.2434
104 H 7.1938 -5.9499 5.1227  0.2918


[2]
Entry from the OMol25 dataset: a 4-piece molecular cluster, C19H32IN2O10P3S3 overall (ωB97M-V/def2-TZVPD).

Its spin multiplicity is 1. Its total energy is -112147.352 eV. As for the total charge: 0. As for the structure (SMILES): C#CC[C@@H](C#N)[C@](C#N)(PP(=O)(O)O)P(O)I.O=S1(=O)CCCC1.O=S1(=O)CCCC1.O=S1(=O)CCCC1. For the lowest unoccupied orbital energy, the calculation gives -0.0139 Eh.

Last column: natural (NBO) charge in e.
Atoms and positions in Å:
1 C -3.4249 -2.1474 -0.1857  -0.2476
2 C -2.9118 -1.1004 0.2007  -0.0566
3 C -1.9603 -0.0864 0.9136  -0.4782
4 C -2.5800 0.6544 2.1697  -0.3111
5 C -3.1831 2.0639 1.7484  0.2616
6 N -3.5098 3.1320 1.4440  -0.3053
7 C -3.5912 -0.1963 3.0494  -0.7105
8 C -3.7132 0.5864 4.4275  0.2711
9 N -3.7123 1.1994 5.4108  -0.3141
10 P -2.9904 -1.9328 3.5376  0.2218
11 P -1.0874 -1.7782 4.6534  2.0074
12 O -1.0920 -2.6146 5.8968  -1.0531
13 O 0.1384 -2.3485 3.6211  -0.9378
14 O -0.7088 -0.1911 5.0373  -1.0050
15 P -5.3935 -0.2052 2.3303  0.9535
16 O -5.8345 -1.8319 2.0474  -0.9788
17 I -6.9077 0.5857 4.1289  -0.0484
18 H -3.8248 -3.1548 -0.4889  0.2866
19 H -1.7394 0.7245 0.1397  0.2593
20 H -0.9487 -0.5159 1.1842  0.2768
21 H -1.7053 0.9202 2.8549  0.2866
22 H -2.6668 -2.7222 2.3843  0.0663
23 H 0.1684 -1.6622 2.9079  0.4952
24 H -1.1391 0.0818 5.8799  0.5305
25 H -5.8102 -1.9242 1.0661  0.5110
26 O 1.1097 -1.3538 0.7804  -0.9873
27 S 2.5292 -1.1094 0.6193  2.1768
28 O 3.5052 -1.6276 1.5433  -0.9203
29 C 2.9975 -1.5729 -1.0388  -0.6742
30 C 2.7737 -0.3091 -1.8606  -0.4040
31 C 3.3170 0.8423 -1.0094  -0.4231
32 C 2.7851 0.6508 0.4125  -0.6807
33 H 2.3942 -2.4161 -1.3733  0.2552
34 H 4.0531 -1.8492 -1.0210  0.2485
35 H 3.2730 -0.3675 -2.8289  0.2296
36 H 1.7035 -0.1634 -2.0396  0.2069
37 H 4.4083 0.8054 -1.0013  0.2410
38 H 3.0260 1.8141 -1.4112  0.2411
39 H 3.4967 1.0013 1.1594  0.2554
40 H 1.8244 1.1502 0.5509  0.2377
41 O -4.8057 -3.1498 -2.6234  -0.9498
42 S -3.8518 -3.9050 -3.4036  2.1687
43 O -3.1980 -5.0834 -2.8874  -0.9358
44 C -4.5943 -4.2979 -4.9786  -0.6750
45 C -4.2489 -3.1075 -5.8651  -0.4067
46 C -2.7845 -2.7763 -5.5645  -0.4011
47 C -2.6170 -2.7760 -4.0426  -0.6833
48 H -5.6664 -4.4466 -4.8569  0.2586
49 H -4.1270 -5.2125 -5.3481  0.2428
50 H -4.4043 -3.3360 -6.9206  0.2284
51 H -4.8812 -2.2526 -5.6072  0.2172
52 H -2.1401 -3.5424 -6.0059  0.2102
53 H -2.4916 -1.8161 -5.9928  0.2273
54 H -1.6264 -3.1198 -3.7461  0.2550
55 H -2.8104 -1.7897 -3.6188  0.2523
56 O 4.5555 3.9443 -1.2897  -0.9437
57 S 5.3071 3.5739 -0.1141  2.1694
58 O 5.9103 2.2699 0.0341  -0.9463
59 C 6.5490 4.8214 0.1808  -0.6743
60 C 5.8478 5.8512 1.0584  -0.4065
61 C 5.0511 5.0463 2.0888  -0.4013
62 C 4.3162 3.9353 1.3346  -0.6835
63 H 6.8972 5.2297 -0.7670  0.2588
64 H 7.3763 4.3485 0.7134  0.2435
65 H 6.5623 6.5242 1.5347  0.2301
66 H 5.1648 6.4555 0.4537  0.2170
67 H 5.7386 4.6049 2.8164  0.2130
68 H 4.3515 5.6766 2.6404  0.2304
69 H 4.2191 3.0343 1.9395  0.2510
70 H 3.3324 4.2640 0.9967  0.2496


[3]
Entry from the OMol25 dataset: FHN2O2S in the gas phase (ωB97M-V/def2-TZVPD).

Its spin multiplicity is 1. Its total energy is -20637.364 eV. As for the total charge: 0. As for the structure (SMILES): O=[N+]([O-])N(F)S. For the lowest unoccupied orbital energy, the calculation gives -0.0070 Eh.

Last column: natural (NBO) charge in e.
Atoms and positions in Å:
1 O -1.7058 1.5626 -1.6634  -0.3906
2 N -2.2649 0.6541 -1.1005  0.6130
3 O -3.4114 0.3645 -0.9575  -0.3526
4 N -1.4452 -0.2758 -0.5711  -0.0885
5 F -2.1829 -1.3667 -0.1859  -0.1811
6 S 0.2569 -0.5276 -0.7801  0.2616
7 H 0.4547 0.4870 0.0698  0.1381


[4]
Entry from the OMol25 dataset: a 5-piece molecular cluster, C24H62FNO19P4S overall (ωB97M-V/def2-TZVPD).

Its spin multiplicity is 1. Its total energy is -116990.150 eV. As for the total charge: 0. As for the structure (SMILES): COCCCCCCCN(CC(C)C)S(=O)(=O)F.COP(=O)(OC)OC.COP(=O)(OC)OC.COP(=O)(OC)OC.COP(=O)(OC)OC. For the lowest unoccupied orbital energy, the calculation gives -0.0640 Eh.

Last column: Mulliken charge in e.
Atoms and positions in Å:
1 C 5.5709 -1.7194 -3.1330  -0.5268
2 O 5.9079 -0.3774 -3.4062  -0.4426
3 C 5.4878 0.5617 -2.4328  -0.1903
4 C 4.3334 1.4712 -2.9096  -0.5184
5 C 3.4159 0.7974 -3.9192  -0.3949
6 C 2.3363 1.7620 -4.4596  -1.1072
7 C 0.9562 1.0899 -4.5370  -0.9784
8 C 0.2062 1.3899 -3.2298  -0.4369
9 C -1.2694 1.0243 -3.3121  -0.9550
10 N -1.9182 0.6710 -2.0151  0.2122
11 C -3.4118 0.6830 -2.1145  -1.1108
12 C -3.9818 -0.2143 -3.2265  0.9253
13 C -3.2308 -1.5432 -3.4014  -1.5834
14 C -4.2123 0.5084 -4.5674  -1.5558
15 S -1.4645 1.7084 -0.8175  0.9527
16 O -0.2027 1.3258 -0.2821  -0.2933
17 O -2.4955 1.8065 0.1634  -0.7237
18 F -1.3459 3.1430 -1.4473  -0.2973
19 H 4.7788 -1.8189 -2.3842  0.0843
20 H 5.1750 -2.1533 -4.0560  0.2817
21 H 6.4396 -2.3110 -2.8298  0.2785
22 H 5.2413 0.1065 -1.4691  0.1403
23 H 6.3501 1.2093 -2.2506  0.2321
24 H 3.7856 1.7674 -2.0110  0.2788
25 H 4.8059 2.3572 -3.3427  0.2752
26 H 2.9171 -0.0423 -3.4243  0.2277
27 H 4.0075 0.4190 -4.7517  0.3826
28 H 2.6316 2.1816 -5.4228  0.5313
29 H 2.3154 2.6090 -3.7677  0.4641
30 H 1.0375 0.0134 -4.6952  0.4552
31 H 0.4250 1.5372 -5.3840  0.4437
32 H 0.3513 2.4561 -3.0564  0.5340
33 H 0.7342 0.8738 -2.4272  0.2035
34 H -1.8349 1.8601 -3.7441  0.3429
35 H -1.3745 0.2129 -4.0263  0.3990
36 H -3.8335 0.3332 -1.1776  0.4559
37 H -3.7274 1.7204 -2.2732  0.4532
38 H -4.9836 -0.4888 -2.8835  0.2057
39 H -3.9703 -2.2658 -3.7563  0.4697
40 H -2.4476 -1.5064 -4.1549  0.4969
41 H -2.8922 -1.9195 -2.4375  0.2410
42 H -4.4267 1.5647 -4.3953  0.3694
43 H -5.0057 0.0324 -5.1398  0.4168
44 H -3.2928 0.4982 -5.1576  0.2877
45 C 2.5170 0.0753 1.2389  -1.0024
46 O 3.5904 -0.7821 0.8170  -0.1468
47 P 3.1963 -2.3689 0.6380  1.0787
48 O 2.0007 -2.1982 -0.2348  -0.5528
49 O 2.8487 -2.5779 2.2203  -0.2535
50 C 3.8884 -2.4325 3.1946  -0.8250
51 O 3.4540 -3.9590 0.3086  -0.4882
52 C 2.6215 -4.9150 0.9639  -0.5933
53 H 2.2686 0.7514 0.4236  0.2718
54 H 1.6248 -0.4685 1.5325  0.5179
55 H 2.8750 0.6549 2.0931  0.3484
56 H 3.5438 -1.7455 3.9661  0.2282
57 H 4.8075 -2.0344 2.7631  0.3608
58 H 4.0931 -3.4030 3.6477  0.3023
59 H 1.5897 -4.5677 0.9935  0.2886
60 H 2.9750 -5.1267 1.9724  0.2121
61 H 2.6870 -5.8260 0.3727  0.2450
62 C 6.2822 1.8953 4.1232  -0.8004
63 O 5.3404 1.9524 3.0441  -0.2864
64 P 5.7997 2.8217 1.7343  1.3390
65 O 7.1331 2.2213 1.4832  -0.7251
66 O 5.8522 4.2515 2.5165  -0.4092
67 C 4.6569 4.7820 3.0990  -0.7526
68 O 5.5192 3.4204 0.2410  -0.1851
69 C 6.1700 4.6419 -0.1145  -0.7277
70 H 6.6469 0.8734 4.2021  0.2497
71 H 7.1203 2.5703 3.9796  0.3505
72 H 5.7545 2.1669 5.0379  0.2789
73 H 4.8651 5.0435 4.1353  0.2399
74 H 3.8342 4.0662 3.0805  0.3294
75 H 4.3629 5.6819 2.5582  0.2859
76 H 7.1972 4.6488 0.2462  0.3478
77 H 5.6306 5.5059 0.2715  0.2429
78 H 6.1612 4.6814 -1.2017  0.2297
79 C -1.0794 -0.8019 5.9836  -0.5872
80 O -1.2217 0.6103 5.7802  -0.3646
81 P -2.7391 1.1522 5.6253  1.1518
82 O -3.4734 0.6200 6.7854  -0.6721
83 O -3.0437 0.3476 4.2411  -0.3004
84 C -2.1854 0.5367 3.1064  -0.6169
85 O -3.5408 2.4995 5.2300  -0.4347
86 C -4.7385 2.3598 4.4606  -0.4499
87 H -0.7019 -0.9665 6.9904  0.2633
88 H -2.0166 -1.3357 5.8538  0.3455
89 H -0.3543 -1.1675 5.2566  0.1757
90 H -1.8719 -0.4425 2.7448  0.2806
91 H -1.2972 1.1170 3.3566  0.3990
92 H -2.7357 1.0437 2.3188  0.1912
93 H -5.3267 1.5133 4.8101  0.3034
94 H -4.5140 2.2495 3.4010  0.1000
95 H -5.2987 3.2806 4.6068  0.2559
96 C -8.7005 -4.7541 -1.8002  -0.6995
97 O -8.0441 -3.5010 -2.0359  -0.4756
98 P -6.6448 -3.2384 -1.2078  1.2256
99 O -6.0016 -4.5483 -1.5336  -0.6847
100 O -7.3340 -3.2048 0.2679  -0.3690
101 C -8.2417 -2.1479 0.6040  -0.7807
102 O -5.2132 -2.5363 -0.7537  -0.0739
103 C -4.7097 -2.8223 0.5518  -0.6976
104 H -8.6423 -5.3441 -2.7120  0.2601
105 H -8.2566 -5.3079 -0.9791  0.3438
106 H -9.7446 -4.5417 -1.5679  0.2565
107 H -9.1554 -2.5906 0.9964  0.2459
108 H -8.4978 -1.5320 -0.2590  0.3781
109 H -7.7919 -1.5207 1.3740  0.2722
110 H -4.8484 -3.8755 0.7912  0.3647
111 H -5.1841 -2.1991 1.3094  0.2299
112 H -3.6470 -2.5866 0.5223  0.2377


What is the lowest unoccupied orbital energy in the second record? -0.0139 Eh


Among the records above, which one has the highest total energy? FHN2O2S


Which of these has the lowest lowest unoccupied orbital energy? C24H62FNO19P4S